Record 1
A molecular structure, C3H8BrO3PbS, computed with ωB97M-V/def2-TZVPD.

Atoms and positions in Å:
1 Pb -4.508793 3.156146 0.473868
2 Br -3.669390 0.545861 0.617811
3 O 1.305758 -2.158057 -0.456563
4 S 1.562504 -1.155646 0.551486
5 O 2.906508 -0.887053 0.976270
6 O 0.957793 0.301971 0.146984
7 C -0.024541 0.270803 -0.914580
8 C 0.272908 1.366977 -1.930708
9 C 0.493124 -1.454110 2.028273
10 H -0.999298 0.451391 -0.446764
11 H -0.179186 -0.647772 -1.477488
12 H -0.539307 1.318040 -2.653963
13 H 1.254016 1.085600 -2.314077
14 H 0.360251 2.349211 -1.468817
15 H -0.517715 -1.161724 1.746645
16 H 0.928442 -0.874411 2.835972
17 H 0.396925 -2.507226 2.285651

Forces on the atoms, in the same order (eV/Å):
Pb 0.746 -2.298 0.131
Br -0.814 2.321 -0.104
O -0.123 1.071 0.631
S 0.192 -0.455 1.136
O -0.886 -0.158 -0.159
O 0.047 -1.558 -1.036
C -1.344 1.295 -0.032
C 0.413 -0.776 0.923
C 0.285 -0.166 -1.050
H 0.093 0.091 0.171
H 0.851 -0.427 0.493
H 0.316 0.244 -0.367
H -0.170 0.360 -0.649
H -0.142 0.034 -0.033
H 0.103 0.412 0.077
H -0.192 0.079 0.012
H 0.625 -0.067 -0.145

The energy relative to the best compared isomer or geometry (same formula, charge and spin) is 29.1 kcal/mol. The charge is +1. For the highest occupied orbital energy, the calculation gives -0.488 Ha. The value obtained for the gap between HOMO and LUMO is 0.2154 hartree. Its max |F| is 2.5 eV Å⁻¹. The total energy is -95500.222 eV.

***

Record 2
12 unconnected molecules or ions with the total composition C40H84O32, computed with ωB97M-V/def2-TZVPD.

Atoms and positions in Å:
1 O 16.692310 10.495800 16.450550
2 H 16.634100 10.935270 15.602200
3 H 17.626100 10.320010 16.566190
4 O 17.598390 12.575830 12.377130
5 H 17.133230 13.379000 12.611180
6 H 17.250190 12.338610 11.517650
7 C 10.558880 8.866220 16.164650
8 C 11.449870 10.052260 16.440990
9 O 12.435020 10.048770 15.402430
10 C 12.960950 11.181970 14.876340
11 O 12.963450 12.233700 15.488080
12 O 13.283690 11.024220 13.545140
13 C 14.007410 12.055110 12.958020
14 H 9.840000 8.769110 16.978210
15 H 11.091070 7.918840 16.078930
16 H 10.029420 9.004150 15.221920
17 H 11.918560 9.833020 17.400340
18 H 10.764950 10.900010 16.458010
19 H 13.453600 12.992270 12.902070
20 H 14.390550 11.717800 11.994940
21 H 14.873600 12.306610 13.570020
22 C 16.293200 16.590010 18.477160
23 C 14.734750 16.804390 18.368310
24 O 14.533160 18.141810 17.822610
25 C 14.193240 18.298810 16.590720
26 O 14.107240 17.369180 15.741360
27 O 14.364120 19.603230 16.375860
28 C 14.458040 20.138070 15.032730
29 H 16.591260 15.598550 18.818130
30 H 16.873920 17.271760 19.098500
31 H 16.808330 16.678340 17.520630
32 H 14.279190 16.671820 19.349630
33 H 14.201340 16.032350 17.813760
34 H 14.957320 19.479310 14.322200
35 H 15.091990 21.024600 15.015970
36 H 13.480810 20.177720 14.551530
37 C 18.772550 13.106430 17.795480
38 C 20.318710 13.380170 17.903490
39 O 20.701620 14.644830 17.408220
40 C 21.943510 15.061740 17.442510
41 O 22.822170 14.447350 17.992080
42 O 22.113970 16.288080 16.845380
43 C 23.334750 17.057270 17.097970
44 H 18.492080 12.107950 18.130840
45 H 18.560470 13.178300 16.728730
46 H 18.239270 13.975080 18.181680
47 H 20.777240 12.607610 17.286240
48 H 20.579060 13.295170 18.958530
49 H 23.340110 17.947120 16.468500
50 H 24.191960 16.517750 16.695230
51 H 23.510830 17.354290 18.131830
52 C 13.443830 16.025170 11.704940
53 C 12.743070 15.749450 13.063420
54 O 11.408250 15.839950 12.901810
55 C 10.621730 14.674480 12.716250
56 O 9.376220 14.629180 12.874010
57 O 11.372320 13.694370 12.203460
58 C 10.610210 12.521030 11.706350
59 H 13.710680 15.101350 11.191670
60 H 14.307880 16.557170 12.103040
61 H 12.815780 16.667170 11.087290
62 H 12.997800 16.479400 13.831780
63 H 13.087850 14.758430 13.358540
64 H 11.289670 11.740530 11.363920
65 H 10.154930 12.699870 10.732270
66 H 9.864010 12.134910 12.400750
67 C 13.451320 13.249070 19.232980
68 C 11.968590 13.025250 18.840290
69 O 11.554030 11.718900 19.283500
70 C 10.395410 11.542070 19.819610
71 O 9.592430 12.448110 20.022370
72 O 10.339670 10.295800 20.165920
73 C 9.324000 9.874140 20.889740
74 H 13.692940 14.308640 19.149050
75 H 14.071440 12.745620 18.491300
76 H 13.618480 12.935960 20.263570
77 H 11.945480 13.004890 17.750730
78 H 11.386550 13.883190 19.176850
79 H 9.435290 8.814860 21.121320
80 H 8.365120 10.097390 20.421970
81 H 9.304140 10.376470 21.856890
82 C 11.821100 20.076620 10.581380
83 C 13.105190 20.511290 9.896140
84 O 14.146360 20.604640 10.846680
85 C 15.040370 19.631400 11.003570
86 O 15.053200 18.585420 10.326420
87 O 15.996850 20.100880 11.790490
88 C 17.177560 19.355920 11.989720
89 H 10.919020 20.103830 9.970140
90 H 11.631330 20.631180 11.500370
91 H 11.988650 19.086680 11.005690
92 H 13.023360 21.495790 9.435520
93 H 13.442900 19.873800 9.079040
94 H 17.677760 19.465010 12.952010
95 H 17.905350 19.688150 11.249430
96 H 17.051910 18.277660 11.891450
97 C 17.667640 23.132820 13.252480
98 C 18.819890 22.317020 13.835030
99 O 18.302910 21.375920 14.761460
100 C 19.190850 20.719840 15.550090
101 O 20.429880 20.753280 15.395760
102 O 18.540240 20.119710 16.576500
103 C 19.211980 19.285090 17.497820
104 H 16.975280 22.453440 12.755310
105 H 18.076580 23.756520 12.457580
106 H 17.056110 23.696000 13.957450
107 H 19.499620 23.022600 14.312760
108 H 19.403650 21.863550 13.033970
109 H 20.227530 19.680550 17.478560
110 H 19.132590 18.228050 17.243940
111 H 18.792200 19.450220 18.490100
112 C 20.354080 14.002940 9.547510
113 C 19.877090 15.407350 9.952240
114 O 19.475640 16.160520 8.856180
115 C 19.397380 17.512890 8.938960
116 O 19.918310 18.168100 9.829200
117 O 18.512730 17.995130 8.094620
118 C 18.440150 19.359340 7.979760
119 H 19.700910 13.612350 8.767170
120 H 20.282140 13.372990 10.434120
121 H 21.389540 13.969690 9.208680
122 H 20.575040 15.955440 10.585130
123 H 18.970990 15.332210 10.553440
124 H 19.232370 19.639800 7.285630
125 H 18.325840 19.984520 8.865300
126 H 17.525100 19.579990 7.430130
127 C 20.980300 9.843850 14.047680
128 C 20.781840 11.291040 13.667690
129 O 22.018600 11.874750 13.237750
130 C 22.189010 13.200550 13.331630
131 O 21.350620 14.007740 13.731300
132 O 23.500810 13.504370 12.911200
133 C 24.028270 14.828340 13.022650
134 H 21.552620 9.625900 14.949370
135 H 21.579480 9.261540 13.347680
136 H 20.040230 9.292210 14.055650
137 H 20.452640 11.793540 14.577200
138 H 20.066570 11.389340 12.851090
139 H 23.597250 15.520520 12.299310
140 H 25.095360 14.822750 12.800420
141 H 23.836670 15.354530 13.957800
142 C 19.708520 17.305100 13.816600
143 C 18.797650 16.253310 14.460010
144 O 17.546050 16.111970 13.651170
145 C 16.603140 15.227090 13.920460
146 O 15.823580 14.776110 13.083940
147 O 16.627660 14.832600 15.208290
148 C 15.578690 14.045200 15.779760
149 H 20.745320 17.180450 14.129050
150 H 19.324470 18.322430 13.891630
151 H 19.938850 17.258040 12.752260
152 H 18.514870 16.613010 15.449320
153 H 19.281950 15.277200 14.487670
154 H 14.645840 14.500870 15.447700
155 H 15.489090 13.995650 16.864940
156 H 15.678000 12.990060 15.524990

Forces on the atoms, in the same order (eV/Å):
O -0.215 -0.017 0.231
H -0.008 0.090 -0.321
H 0.240 -0.093 0.015
O 0.500 -0.524 0.145
H -0.425 0.407 -0.050
H -0.089 -0.035 -0.214
C -0.290 -0.446 -0.411
C -0.343 -1.102 0.309
O 0.931 0.461 -1.819
C -1.766 0.682 0.244
O 0.682 -0.694 -0.828
O -1.005 -1.620 2.519
C 1.350 1.507 0.185
H -0.108 0.032 -0.029
H 0.230 0.111 0.129
H -0.163 0.030 0.040
H 0.240 0.792 0.007
H 0.791 0.594 -0.028
H -0.181 -0.381 -0.347
H -0.400 -0.032 0.021
H 0.144 -0.115 -0.035
C -0.207 -0.290 -0.612
C 1.532 -0.201 0.133
O -0.539 -1.457 3.204
C 2.233 -2.185 -4.028
O -0.625 2.866 2.097
O -0.516 0.697 -1.134
C -0.026 -1.320 -0.826
H -0.531 -0.215 0.178
H -0.774 0.365 0.391
H -0.474 0.010 -0.457
H 0.034 1.025 0.196
H 0.490 0.276 -0.781
H 0.422 -0.644 0.520
H -0.682 0.206 0.540
H -0.194 0.845 0.482
C 1.539 1.726 -1.480
C -0.980 -1.572 0.615
O -1.822 1.598 -1.269
C 1.891 0.389 0.810
O 0.297 0.185 -0.194
O -0.655 -0.186 0.554
C 0.321 -0.806 -0.850
H 0.037 0.399 0.418
H -0.227 -0.290 -0.222
H -0.285 -0.475 0.673
H 0.515 -0.011 0.336
H 0.514 -0.061 -0.153
H -0.886 0.014 0.108
H 0.029 -0.423 0.485
H -0.384 -0.397 0.032
C 0.102 0.414 1.761
C 2.868 -0.536 -1.173
O -5.907 -2.503 0.263
C -2.396 1.803 -0.138
O 4.561 0.401 -0.355
O -1.079 -1.313 -0.365
C 0.374 0.112 -0.661
H 0.064 0.214 -0.020
H 0.489 0.006 -1.197
H 0.192 0.032 -0.005
H 0.237 -0.051 -0.128
H -0.213 0.160 0.565
H 0.674 0.123 1.041
H -0.510 0.995 0.300
H 0.302 0.348 0.121
C -0.877 -0.149 -0.421
C 1.243 0.595 -0.548
O 2.170 0.747 -1.057
C -1.295 3.407 0.684
O 0.256 -1.756 -0.055
O 2.835 -0.671 -1.994
C -3.566 -1.004 2.888
H -0.162 0.053 0.092
H 0.245 -0.344 0.456
H 0.244 -0.128 -0.158
H -0.289 -0.006 -0.018
H -0.529 -0.685 0.373
H -0.029 -0.005 -0.414
H -0.155 -0.278 -0.074
H -0.084 0.157 0.209
C 0.348 -0.489 0.683
C -0.446 -0.045 -0.759
O 0.455 0.551 1.241
C 0.217 -1.948 -3.439
O 0.101 2.248 2.201
O -0.480 0.245 1.228
C 1.287 -1.159 -0.667
H 0.249 -0.089 -0.142
H 0.060 0.657 -0.251
H -0.212 -0.411 -0.468
H -0.053 0.216 0.348
H -0.289 -0.449 0.182
H -0.848 0.769 0.292
H 0.043 -0.145 -0.139
H -0.394 0.052 -0.307
C -0.188 -1.060 -0.506
C 0.152 1.483 -0.383
O 0.245 -1.174 1.267
C 2.780 0.463 0.241
O -3.406 -0.293 0.377
O -1.325 0.717 -1.808
C 1.148 0.727 0.079
H -0.101 -0.106 -0.091
H -0.052 0.294 0.209
H 0.481 0.127 0.180
H 0.138 -0.271 0.431
H -0.179 -0.436 0.067
H 0.352 -0.782 0.347
H 0.142 0.116 -0.236
H -0.207 0.092 -0.204
C -0.151 0.757 0.194
C -0.016 -0.662 1.605
O -0.346 1.819 -2.619
C 0.150 -0.642 3.088
O 0.005 -0.517 -1.103
O -0.052 -2.269 -0.059
C -0.769 2.143 -1.659
H 0.037 -0.077 0.052
H -0.064 -0.081 -0.029
H -0.057 0.177 -0.123
H 0.344 -0.062 -0.249
H -0.055 -0.388 0.317
H 0.292 0.675 0.502
H 0.748 -0.553 0.357
H -0.141 -0.332 -0.114
C 0.820 -1.247 -0.603
C -0.176 -0.085 0.554
O 1.154 0.730 -0.169
C 0.165 1.514 0.321
O 1.836 -1.351 -0.797
O -1.834 -0.857 0.748
C -0.645 1.033 -0.306
H -0.387 0.636 0.470
H -0.015 0.371 -0.693
H -0.199 0.317 0.323
H -0.290 0.460 -0.331
H -0.144 0.151 0.245
H -0.311 -0.315 -0.409
H -0.123 -0.569 0.245
H 0.022 -0.672 0.449
C 0.085 -0.113 -0.893
C -0.286 0.393 -0.713
O 0.593 0.188 -0.286
C -0.812 -1.127 0.310
O 1.124 0.792 1.066
O 0.929 0.487 0.879
C -1.163 -0.219 -0.885
H -0.207 0.301 1.086
H 0.220 0.000 0.696
H -0.888 -0.814 -0.471
H -0.021 -0.349 0.029
H -0.094 0.078 0.136
H -0.166 -0.559 -0.214
H 1.078 0.899 0.149
H -0.138 0.188 -0.568

As for the SMILES: CCOC(=O)OC.CCOC(=O)OC.CCOC(=O)OC.CCOC(=O)OC.CCOC(=O)OC.CCOC(=O)OC.CCOC(=O)OC.CCOC(=O)OC.CCOC(=O)OC.CCOC(=O)OC.O.O. For the highest occupied orbital energy, the calculation gives -0.358 Ha. The value obtained for the gap between HOMO and LUMO is 0.3691 hartree. Its max |F| is 6.4 eV Å⁻¹. The total energy is -108359.046 eV.